DFT (wB97M-V/def2-TZVPD) results for one molecule with the formula CH5FP2 in a non-equilibrium geometry.

Properties
**Relative energy (zero: lowest compared OMol25 entry of this formula, charge and spin)**: 37.7 kcal per mole
**Largest force on an atom**: 2.1 eV/Å
**SMILES string**: FC(P)P
**Calculated total energy**: -22411.27410 eV
**LUMO**: 0.7 eV

Geometry (Å):
P: -0.2229 0.8516 -1.3844
P: 1.1526 -1.2116 0.4795
F: 1.0282 1.4594 1.0207
C: 0.2752 0.4692 0.4285
H: -1.2081 1.8767 -1.0099
H: 0.3810 -1.6453 -0.6201
H: 0.5066 -1.9261 1.5567
H: -1.1742 -0.2595 -1.3889
H: -0.7384 0.3856 0.9179

Force components x, y, z for each atom (eV/Å):
P -0.5963 0.1455 0.7332
P 0.3300 0.5571 0.0229
F -0.0801 0.0139 -0.1768
C -1.7993 -1.1180 0.0121
H 0.6075 -0.7735 -0.3179
H -0.0279 -0.5111 0.3094
H -0.1728 0.4893 -0.6393
H 0.4506 0.8953 -0.0054
H 1.2884 0.3017 0.0619



DFT (wB97M-V/def2-TZVPD) results for a 2-piece molecular cluster, C4H12NO2S overall in a non-equilibrium geometry.

Properties
**Relative energy (zero: lowest compared OMol25 entry of this formula, charge and spin)**: 69.1 kcal per mole
**Largest force on an atom**: 4.4 eV/Å
**Calculated total energy**: -20739.72787 eV
**⟨S²⟩**: 0.753
**Net charge**: +2
**LUMO (alpha / beta)**: -10.7 / -13.4 eV
**Multiplicity**: 2

Geometry (Å):
S: 3.0253 -0.0456 -0.2753
O: -2.8248 0.2133 0.3422
O: -1.3512 -1.4665 -1.6377
N: -0.4774 -1.5479 0.8905
C: -0.5789 -0.3405 -1.1200
C: 0.6530 0.8677 0.8566
C: 1.7838 1.2882 -0.1171
C: -0.1117 -0.3696 0.2314
H: -0.9392 -1.9057 -0.8509
H: 2.2914 2.1620 0.2880
H: 0.4372 -0.4202 -1.6549
H: 1.4775 1.5628 -1.1233
H: 4.1592 0.6277 0.0074
H: -1.2465 -1.4427 1.5398
H: -3.0118 -0.2640 -0.4747
H: -1.0263 0.5498 -1.5807
H: 1.1089 0.5407 1.8085
H: -0.0519 1.7153 0.9075
H: 0.3325 -2.0942 1.1441
H: -3.6493 0.3692 0.8185

Force components x, y, z for each atom (eV/Å):
S -0.2688 0.1111 -0.0982
O 0.7536 0.0130 0.1587
O 2.5750 2.0926 2.9032
N 1.7236 0.9896 -1.3671
C -0.9318 0.0344 -3.4063
C 0.4783 -2.4577 -1.4904
C 0.7464 0.5315 0.7984
C -1.7905 1.1098 1.2206
H -1.8483 -2.7149 -0.6761
H 0.1075 0.0370 0.0067
H -0.2539 0.1617 0.3268
H -0.2198 -0.1592 -0.2673
H 0.1733 0.2095 -0.0090
H -0.4209 -0.2479 0.1673
H -0.5868 -0.0610 0.1341
H 0.4873 0.4962 0.4991
H -0.6421 0.5317 -0.1836
H -0.0027 -0.4183 0.3001
H -0.0038 -0.1784 1.2065
H -0.0757 -0.0806 -0.2235



DFT (wB97M-V/def2-TZVPD) results for C20H18HfN4O8S5 as an isolated structure.

Properties
**Relative energy (zero: lowest compared OMol25 entry of this formula, charge and spin)**: 5.9 kcal per mole
**Largest force on an atom**: 0.6 eV/Å
**Calculated total energy**: -98863.10926 eV
**LUMO**: -0.8 eV

Geometry (Å):
Hf: -0.1470 0.6760 -0.1948
S: 4.1882 2.5401 -1.3850
S: 1.4483 2.6577 -0.2354
S: 4.6562 -0.2735 -0.6884
S: 2.0004 -0.6902 0.5870
S: -1.6810 1.7973 -2.4395
O: 0.3681 -2.1955 -6.2296
O: -1.4444 -1.0277 -0.2080
O: -1.7858 1.8167 0.6531
O: 6.4131 1.2394 -1.9467
O: -2.9559 2.3571 5.0171
O: -1.3963 1.7299 6.4638
O: 0.4411 -0.1877 -1.9624
O: -3.2106 2.3524 2.2946
N: 0.7381 0.3800 3.1453
N: -0.1117 0.7715 2.1953
N: -1.6967 4.0599 -0.9592
N: -1.1728 4.3579 -3.0502
C: -1.2377 5.7142 -2.5277
C: 0.2799 0.6843 4.3626
C: 2.8997 1.7026 -0.5413
C: 0.4686 -1.1636 -4.0661
C: -1.9083 -2.5073 -3.4974
C: -3.2534 -2.3224 -0.9242
C: -1.7857 1.8055 5.3292
C: -0.1235 -0.9925 -2.8017
C: -2.1577 1.8868 1.8946
C: -1.3352 -1.6844 -2.4837
C: -1.1355 1.3328 2.8139
C: -1.5214 3.4519 -2.1278
C: -0.1250 -1.9800 -5.0001
C: -1.3335 -2.6621 -4.7185
C: -1.3055 5.4594 -1.0106
C: 1.5850 -1.5521 -6.5798
C: -0.9487 1.3114 4.2022
C: 5.3353 1.1908 -1.4249
C: -1.9482 -1.6322 -1.2071
C: 3.1143 0.4135 -0.2197
H: -2.0416 6.0929 -0.5181
H: 1.4713 -0.4659 -6.5458
H: -0.3316 5.6012 -0.5350
H: 1.5806 -0.0914 2.8119
H: 1.8008 -1.8666 -7.5970
H: -1.0736 4.0971 -4.0141
H: -1.7632 -3.2914 -5.4820
H: -2.8228 -3.0404 -3.2856
H: 0.8326 0.4607 5.2568
H: -3.6309 -1.9626 0.0290
H: 2.3928 -1.8649 -5.9150
H: -3.1199 2.3858 4.0451
H: -0.3524 6.2844 -2.8046
H: -3.0991 -3.4009 -0.8554
H: -3.9893 -2.1394 -1.7044
H: 1.3829 -0.6232 -4.2555
H: -1.9349 3.5171 -0.1404
H: -2.1270 6.2342 -2.8947

Force components x, y, z for each atom (eV/Å):
Hf 0.4624 0.3405 0.1116
S 0.0280 0.0346 0.0424
S -0.1259 -0.2062 0.0527
S 0.0585 0.0391 0.0321
S -0.1345 0.3675 -0.1151
S 0.1666 -0.1493 0.1335
O -0.1124 -0.0285 0.0895
O 0.0761 0.3275 -0.1293
O -0.0737 -0.1417 -0.0917
O 0.1626 0.0634 0.0713
O 0.0523 -0.0432 0.0241
O -0.0246 -0.1184 0.0357
O -0.0250 -0.0222 0.1625
O 0.1057 0.1453 0.0331
N -0.2264 0.0148 -0.1811
N 0.0815 -0.3443 -0.1306
N -0.1201 0.0395 -0.1556
N -0.0246 -0.1338 0.0387
C 0.0457 0.1833 -0.0436
C -0.0671 0.0683 -0.0443
C -0.0899 0.0006 -0.0414
C -0.0202 -0.0145 0.1123
C 0.0889 0.0056 -0.1132
C 0.0471 -0.0637 -0.0094
C 0.0141 0.2795 -0.0632
C -0.0724 -0.0362 0.0564
C -0.1037 -0.1267 0.0290
C -0.1105 -0.1766 -0.2395
C 0.0370 0.0480 0.1100
C 0.0281 -0.0894 0.0750
C 0.0959 -0.0104 -0.1388
C -0.0905 0.0342 0.2137
C 0.0090 0.1112 0.0692
C 0.0374 0.0262 -0.0524
C 0.0738 -0.1524 0.0531
C -0.2209 -0.1492 -0.1918
C -0.0444 -0.0241 0.1168
C -0.1227 -0.1035 0.0143
H 0.0484 -0.0064 -0.0084
H 0.0376 -0.0400 0.0029
H -0.0294 -0.0027 -0.0130
H 0.0738 0.0556 0.0621
H 0.0232 0.0220 0.0334
H 0.0261 0.0464 -0.0240
H -0.0300 -0.0325 -0.0335
H -0.0348 -0.0217 -0.0036
H -0.0037 -0.0088 0.0788
H 0.0056 -0.0078 -0.0143
H 0.0003 0.0331 -0.0287
H -0.0223 -0.0682 -0.0391
H -0.0479 0.0062 0.0028
H 0.0139 -0.0145 -0.0042
H 0.0118 0.0355 -0.0015
H 0.0007 0.0142 0.0125
H 0.0378 0.0199 0.0243
H 0.0278 -0.0250 0.0176



DFT (wB97M-V/def2-TZVPD) results for C45H65GeN3O3SSe3Sn as an isolated structure in a non-equilibrium geometry.

Properties
**Relative energy (zero: lowest compared OMol25 entry of this formula, charge and spin)**: 0.0 kcal per mole
**Largest force on an atom**: 9.2 eV/Å
**Calculated total energy**: -327540.53731 eV
**Net charge**: -2
**LUMO**: 3.0 eV

Geometry (Å):
Sn: 0.5045 -0.1657 1.2717
Se: -1.7483 -4.9867 0.7855
Se: 1.5806 0.9225 -0.9784
Se: 3.0635 -6.4367 1.8454
Ge: -6.4169 -5.7366 -0.2653
S: -4.5630 -7.8520 7.5101
O: -0.9623 1.3923 0.9865
O: 2.1223 1.5491 1.8831
O: 0.6992 3.1103 4.9131
N: -2.9728 -6.6775 -0.8174
N: -5.2011 -5.9325 5.9241
N: 4.8883 -6.4850 -0.1362
C: -4.4110 3.3165 -0.4196
C: 4.7871 2.8291 3.0768
C: 4.7280 -6.0875 -2.3882
C: -5.6370 -7.2110 -1.4710
C: 0.7239 6.5403 -2.2151
C: 0.3408 3.3614 -1.8765
C: -5.0292 -6.9037 5.0684
C: -3.6453 -5.1523 -3.0106
C: -0.4746 4.5238 -1.8693
C: -1.6045 4.4705 -1.0111
C: 4.1095 2.2606 -1.1715
C: -8.1643 -6.2777 0.3834
C: 6.1021 3.7547 -1.6870
C: 3.5724 3.4650 3.8268
C: 5.8981 3.8777 3.2700
C: 5.4404 -6.2649 -1.2849
C: 0.2585 4.9263 -4.0958
C: -4.5306 -6.7794 -1.7624
C: -2.8686 -4.5131 -2.0653
C: -5.7860 -4.7103 1.3729
C: -6.6163 -4.2438 -1.5054
C: -3.4606 5.2358 1.0677
C: -3.4238 2.8335 1.8636
C: 3.4825 -6.4342 -0.0923
C: -1.8899 3.4417 -0.1019
C: -0.2622 5.5744 -2.8696
C: -1.5499 6.3622 -3.1681
C: 5.2062 2.9870 -0.7015
C: -2.5992 -5.4044 -0.8538
C: 5.4345 1.5578 3.6443
C: 6.0799 3.0495 -3.0835
C: -3.2914 3.7079 0.6217
C: 0.0858 2.3177 -0.9959
C: 2.6865 -6.3840 -1.1836
C: -0.9292 2.3307 0.0301
C: 4.3555 2.5285 1.5907
C: -4.8598 -6.2660 7.1925
C: 7.5459 3.8815 -1.2550
C: -3.9925 -6.5893 -3.1953
C: -4.5338 -8.0648 5.7063
C: 3.0872 1.8694 -0.2749
C: 5.7224 5.2025 -1.7928
C: 5.3326 2.8764 0.7051
C: 3.0708 2.0304 1.1513
C: 3.3136 -6.0562 -2.3589
H: -4.0054 -8.8755 5.2473
H: -5.0892 -5.1431 2.1469
H: -2.6485 3.0965 2.6293
H: -4.5580 5.4797 1.1891
H: 6.4843 2.0249 -2.9622
H: 6.2868 3.0219 1.1850
H: 6.0270 5.7384 -0.8577
H: -5.6941 -4.0817 -2.1227
H: 0.2929 6.8222 -1.2641
H: 5.1484 3.1936 -3.6327
H: -5.1447 -3.9200 0.9672
H: -2.3052 5.3160 -1.1713
H: 0.8948 7.3924 -2.9407
H: 2.6683 3.0794 3.4207
H: -4.2409 2.3073 -0.8115
H: -9.0105 -5.8173 -0.1892
H: -7.4632 -4.3561 -2.1774
H: 1.2174 3.2709 -2.5180
H: -4.4122 2.9620 2.3079
H: -4.7366 -5.5446 7.9613
H: -3.0224 5.2801 2.0853
H: -5.3178 -6.8998 4.0037
H: -6.7184 -4.2354 1.7459
H: 0.0136 3.8280 5.0379
H: -2.3152 5.7452 -3.6375
H: 1.4600 3.6688 4.7117
H: -4.0399 -4.6942 -3.9072
H: -0.0285 -7.2517 -3.1965
H: -6.7587 -3.3129 -0.9294
H: 6.4679 -6.4115 -1.4800
H: -3.4198 1.7927 1.5172
H: 6.8475 3.7487 -3.5333
H: -0.4057 4.0760 -4.4446
H: 6.7481 3.7004 2.5434
H: -0.3122 -6.9970 -4.0963
H: 1.6963 6.0920 -1.9720
H: 3.6646 3.2515 4.9080
H: 5.3279 1.5493 4.7368
H: 7.5254 4.0921 -0.1467
H: 8.2017 3.0328 -1.4489
H: 6.3125 5.6031 -2.6202
H: 6.5074 1.5746 3.5068
H: -4.4936 4.0172 -1.2665
H: 4.0460 2.1352 -2.2530
H: 8.0426 4.8565 -1.5816
H: -3.3479 -7.4350 -3.1853
H: 5.1217 -5.8800 -3.4135
H: -8.0705 -7.3841 0.2053
H: -1.3561 7.2029 -3.8086
H: 1.6274 -6.4903 -1.0205
H: -4.9455 -6.6725 -3.7891
H: 3.5034 4.5823 3.7748
H: 5.0413 0.5834 3.2984
H: 0.4133 5.6938 -4.8921
H: -2.3127 -3.5949 -2.2599
H: -2.9350 5.9283 0.3694
H: 5.5777 4.9567 3.1749
H: 2.9081 -5.8729 -3.3275
H: -6.4494 -7.8063 -1.2467
H: 6.3284 3.8356 4.2932
H: -5.3793 3.3454 0.0853
H: -8.2392 -6.3377 1.4878
H: -1.9469 6.7998 -2.2647
H: 1.2639 4.5145 -3.9696
H: 4.6578 5.3509 -1.9352

Force components x, y, z for each atom (eV/Å):
Sn 0.1745 1.6401 0.4971
Se 0.2885 1.0448 -0.8842
Se -1.1873 0.7120 -0.6645
Se -0.7354 -0.0822 -1.4178
Ge 1.3191 1.1427 1.9086
S 1.3834 -1.3406 -2.9655
O 0.1839 0.1297 -0.8124
O -0.4335 -0.2103 0.2291
O -1.2673 1.8898 0.3730
N -3.6241 2.3364 -1.3642
N 0.2828 2.5068 3.2862
N -1.6918 0.2721 0.5665
C 0.4207 0.3731 0.5301
C -0.5580 0.4677 -0.3055
C -2.9875 1.7450 -4.4274
C -5.3667 0.2678 4.6408
C 0.6841 0.7883 -1.3147
C -0.5704 0.5760 0.6736
C 1.0244 -4.1771 0.5986
C 2.3465 1.3774 -1.3144
C -1.1221 -3.2920 1.3154
C 1.0014 0.0527 -1.1168
C -0.4344 1.1988 0.3663
C -0.4686 -2.0524 -0.2561
C -0.0169 -1.5477 0.0925
C 0.7507 0.0336 0.8123
C 1.1955 1.2276 -0.7119
C 0.7078 -1.1182 0.1555
C 0.5510 -0.1800 -2.3865
C 8.6571 0.3353 -3.0683
C -1.1302 -2.9693 -0.4273
C 1.1118 -0.0891 -0.2798
C 0.6079 0.8237 -0.5667
C -0.1357 -1.1060 0.0975
C -0.1461 -0.0658 -0.0738
C 3.6223 -0.6687 5.0092
C 0.0390 0.4851 0.2626
C -0.2850 0.9732 0.6250
C 0.2013 -0.3205 0.0380
C -0.4228 -1.2722 0.4107
C 0.5149 -1.5013 0.8655
C -0.9503 -0.8162 1.2383
C 1.7565 2.0983 0.6886
C 0.4772 0.1584 -0.6422
C 0.6957 -0.0714 1.1599
C -1.1997 0.6594 -0.9068
C -0.1108 0.5645 -0.6264
C -0.0995 0.9730 1.3752
C -1.5745 1.9250 -2.3838
C 1.2627 1.1403 2.0574
C -3.3250 -0.1359 2.9131
C -0.7257 0.6655 0.2885
C -0.2246 -0.2049 -0.0873
C -0.5013 0.8714 0.5314
C 0.5781 0.6713 -1.3076
C 1.3848 -0.7854 -1.2203
C 1.9497 -0.8150 -0.2016
H -0.3959 -0.6486 0.0104
H -1.2168 0.0379 -0.6554
H -0.5477 -0.6554 -0.7556
H 1.1389 -0.1839 -0.3569
H -0.5538 0.5467 -0.4946
H 0.0417 0.5068 -0.6228
H -0.3623 -0.3449 -0.7048
H -0.8227 -0.2911 0.6092
H -0.0591 0.6595 0.1148
H 0.0883 -0.4735 0.0728
H -0.1343 0.0913 -0.0322
H 0.4314 -1.1035 0.4770
H -0.0787 -0.4860 1.1184
H -0.7674 -0.5489 -0.0212
H -0.0259 0.1842 0.0886
H 0.5287 -0.6091 0.8784
H -0.1352 -0.0810 -0.1504
H -0.3488 0.0341 0.1835
H -0.0735 0.2882 0.1418
H -0.5056 0.6387 0.4592
H -0.0393 0.3867 -0.5987
H 0.5199 0.4633 0.6756
H 0.6042 -0.4132 0.1581
H 0.7669 -1.4716 -0.1458
H -0.0330 -0.1124 0.0607
H 0.2281 -0.4302 -0.0693
H 0.4766 1.2149 -0.0239
H -1.2762 1.1509 -3.9712
H -0.0638 -0.3456 -0.1047
H 1.5819 0.0477 0.7324
H 0.5351 0.0941 0.5715
H -0.6242 -1.3205 -0.5754
H 0.6718 1.1453 0.2251
H -0.6924 0.4556 1.2962
H 1.2601 -1.1348 3.9913
H -0.2154 -0.1269 -0.2636
H -0.2342 -0.1351 -0.3606
H -0.1004 -0.0059 -0.0005
H 0.2110 -0.5931 -0.8085
H -0.0894 -0.0367 -0.0055
H -0.3235 0.3719 -0.0281
H 0.2657 -0.0563 -0.5002
H 0.3456 -0.1813 0.2602
H -0.5716 -0.2185 0.3891
H -0.5910 -1.4521 -0.3182
H 1.4758 -0.1193 -0.9369
H 0.3064 -0.2218 1.0992
H -0.8563 0.6457 -0.4372
H 0.3099 0.3348 -0.5673
H -0.2875 0.1956 -0.2336
H 1.3919 -0.1484 -0.2401
H 0.4636 -0.8308 -0.4108
H 0.0164 0.6577 -0.0814
H -0.4483 -0.5550 0.2217
H -0.8060 0.0854 0.4788
H -0.7580 -0.3468 0.8938
H 0.1097 -1.1429 -0.3346
H -1.0832 -0.0032 -0.2929
H -1.3345 -1.4810 -1.1960
H -0.3535 -0.3318 -0.4648
H -0.0455 -0.1234 0.0536
H -0.1670 0.9919 -0.5985
H -0.2211 0.0871 0.3027
H -0.1815 -0.0049 0.1301
H -0.2227 0.1485 -0.2048



DFT (wB97M-V/def2-TZVPD) results for one molecule with the formula C5H7N.

Properties
**Relative energy (zero: lowest compared OMol25 entry of this formula, charge and spin)**: 4.0 kcal per mole
**Largest force on an atom**: 0.5 eV/Å
**SMILES string**: Cc1ccc[nH]1
**Calculated total energy**: -6788.33955 eV
**LUMO**: 1.1 eV

Geometry (Å):
N: -0.3286 -1.0424 0.1340
C: -1.7409 0.6603 -0.0367
C: 0.4426 0.0914 0.0450
C: -1.6683 -0.6977 0.1013
C: 1.9244 -0.0473 -0.1192
C: -0.4023 1.1625 -0.0519
H: 2.2722 -1.0548 0.1424
H: -2.4497 -1.4472 0.1344
H: 2.1742 0.1088 -1.1741
H: -2.6446 1.2452 -0.1465
H: 2.4927 0.6712 0.4769
H: -0.0923 2.1933 -0.1480
H: 0.0360 -1.8257 0.6464

Force components x, y, z for each atom (eV/Å):
N -0.2233 0.1529 0.1688
C -0.0120 0.0099 0.0034
C 0.0576 -0.0062 0.0392
C 0.0307 0.0374 0.0883
C 0.0967 0.0697 0.0019
C 0.0753 0.0442 -0.1177
H -0.1397 0.2031 0.0251
H 0.2124 0.1501 0.1119
H 0.1142 -0.0072 0.1431
H 0.1138 -0.1238 0.0363
H -0.1222 -0.0419 -0.0673
H -0.0740 -0.0813 -0.1074
H -0.1296 -0.4068 -0.3257



Among the records above, which one has the highest largest force on an atom?
C45H65GeN3O3SSe3Sn